1.
C7H7FNO2 | the ωB97M-V functional and the def2-TZVPD basis

XYZ file:
```
18
Properties=species:S:1:pos:R:3:forces:R:3
C 0.899 -0.263 0.119 -1.192 -0.607 -0.851
C -1.327 -0.676 -0.515 -0.455 -2.478 -2.555
C -0.033 -1.046 -0.558 -1.310 -0.574 0.332
C -1.994 0.475 0.035 -0.613 0.040 0.382
C -1.643 1.261 1.032 2.291 1.218 1.246
C -0.182 3.087 1.580 0.457 1.575 3.595
C 0.548 -2.311 -1.150 -1.339 1.108 -2.044
N 1.474 0.506 0.706 1.991 2.291 1.840
O -0.375 -3.363 -1.192 1.489 -2.476 1.024
O -1.106 2.008 1.857 -1.991 -2.216 -0.641
F -3.244 0.665 -0.364 -0.171 0.115 -0.425
H -1.987 -1.363 -1.194 0.719 1.407 1.718
H 0.657 2.944 2.315 -0.914 -0.008 -0.856
H -0.700 4.032 1.824 0.108 -0.602 -0.210
H 0.130 3.024 0.622 0.994 -0.168 -3.104
H 1.450 -2.420 -0.618 1.146 -1.039 0.616
H 0.805 -2.014 -2.201 0.171 -0.278 0.596
H 0.100 -4.262 -0.975 -1.381 2.692 -0.664
```
Forces are in eV/Å.

For the electronic energy, the calculation gives -15662.243 eV. For the frontier orbital gap, the calculation gives 7.87 eV. The energy relative to the best compared isomer or geometry (same formula, charge and spin) is 13.7 kJ/mol. The total charge is +1. The HOMO energy is -14.106 eV.



2.
C7H7FO2 | the ωB97M-V functional and the def2-TZVPD basis

XYZ file:
```
17
Properties=species:S:1:pos:R:3:forces:R:3
C 0.140 1.097 1.485 0.186 -1.442 1.390
C 0.228 0.782 -0.045 0.026 1.656 0.024
O 0.520 1.999 -0.678 3.640 -1.404 -0.354
C -1.116 0.330 -0.567 -2.734 0.101 1.706
O -2.041 1.148 -0.600 1.422 -0.653 -0.584
C -1.355 -1.103 -0.651 -2.406 -1.699 -0.918
C -0.341 -1.966 -0.596 0.114 0.169 -0.336
C 0.990 -1.509 -0.539 2.811 2.054 -0.027
C 1.251 -0.178 -0.424 2.772 -2.312 1.290
F 2.578 0.267 -0.312 -2.204 -0.627 -0.353
H 0.894 1.834 1.773 0.177 -0.248 -0.416
H 0.268 0.206 2.155 0.181 0.469 -0.815
H -0.806 1.497 1.854 -0.261 0.146 -0.868
H -0.283 2.400 -0.667 -3.848 2.581 -0.289
H -2.394 -1.539 -0.861 1.492 1.220 0.472
H -0.343 -3.030 -0.700 -1.073 -0.526 0.048
H 1.811 -2.233 -0.628 -0.294 0.514 0.029
```
Forces are in eV/Å.

For the electronic energy, the calculation gives -14183.002 eV. For the frontier orbital gap, the calculation gives 8.38 eV. As for the SMILES: C[C@]1(O)C(=O)C=CC=C1F. The energy relative to the best compared isomer or geometry (same formula, charge and spin) is 61.4 kJ/mol. The HOMO energy is -9.285 eV.



3.
C7H7IO2 | the ωB97M-V functional and the def2-TZVPD basis

XYZ file:
```
17
Properties=species:S:1:pos:R:3:forces:R:3
O 0.904 0.706 -1.378 0.436 0.081 0.027
C 0.011 0.132 -0.787 -1.935 1.242 -1.511
C 0.254 -0.924 0.144 0.092 -0.894 1.073
C -0.765 -1.606 0.749 0.181 3.437 -1.374
C -2.146 -1.076 0.671 0.698 -1.553 -0.837
C -2.453 -0.109 -0.181 -0.563 0.752 0.753
C -1.464 0.629 -0.975 2.547 0.838 3.773
H 1.341 -0.993 0.306 -0.663 -0.949 0.082
H -0.573 -2.373 1.406 0.475 -1.735 1.342
H -2.919 -1.659 1.137 -0.216 0.085 0.410
H -3.469 0.260 -0.254 -0.142 -0.233 -0.026
H -1.882 0.764 -1.890 -0.338 0.290 -3.277
H -1.310 1.704 -0.577 -0.646 -1.346 -0.356
O 4.085 2.204 1.122 -0.526 -0.192 -0.901
C 3.534 1.439 0.401 1.865 -0.120 2.090
I 4.251 -0.569 0.175 0.348 -0.315 -0.165
H 2.601 1.472 -0.070 -1.613 0.612 -1.104
```
Forces are in eV/Å.

For the electronic energy, the calculation gives -19565.984 eV. For the frontier orbital gap, the calculation gives 8.76 eV. As for the SMILES: O=C1C=CC=CC1.O=CI. The energy relative to the best compared isomer or geometry (same formula, charge and spin) is 171.4 kJ/mol. The HOMO energy is -9.268 eV.



4.
C7H7N | the ωB97M-V functional and the def2-TZVPD basis

XYZ file:
```
15
Properties=species:S:1:pos:R:3:forces:R:3
C 0.329 0.721 0.271 3.250 1.530 3.630
C 1.772 0.180 0.405 0.233 -1.293 -0.639
C 1.804 -1.105 -0.073 -1.978 3.286 1.192
C 0.435 -1.568 -0.317 -0.493 -2.388 1.167
C -0.384 -0.487 -0.211 -4.136 -0.690 1.378
C -1.905 -0.426 0.056 0.092 0.639 -0.898
C -3.082 -0.086 0.207 -0.924 1.374 -2.101
H 0.611 1.695 -1.348 -1.579 2.044 1.952
H 1.750 2.310 -0.340 -4.973 -0.044 0.600
H 0.160 0.954 1.394 -0.763 -0.923 -1.488
H 2.641 0.699 0.917 -1.271 -0.360 -1.033
H 2.661 -1.637 -0.098 2.392 -2.024 -0.162
H 0.202 -2.798 -0.145 0.248 3.908 -1.158
H -4.164 0.477 -0.140 3.753 -2.269 1.650
N 0.331 2.133 -0.324 6.148 -2.791 -4.090
```
Forces are in eV/Å.

For the electronic energy, the calculation gives -8854.650 eV. For the frontier orbital gap, the calculation gives 8.40 eV. The energy relative to the best compared isomer or geometry (same formula, charge and spin) is 672.9 kJ/mol. The HOMO energy is -8.589 eV.



5.
C7H7N3O | the ωB97M-V functional and the def2-TZVPD basis

XYZ file:
```
18
Properties=species:S:1:pos:R:3:forces:R:3
C 2.653 -1.000 -0.035 2.104 -0.917 3.469
O 2.199 0.331 0.043 0.618 0.321 -0.924
C 0.911 0.628 -0.061 1.687 0.468 0.517
N 0.669 1.894 -0.050 0.181 0.601 0.182
C -0.612 2.330 0.030 -0.604 -0.524 0.626
C -1.613 1.427 0.041 -2.013 -0.624 -1.054
N -1.321 0.042 -0.071 -1.643 2.277 0.746
C -2.158 -1.046 0.013 0.661 0.446 -0.427
C -1.314 -2.103 0.015 0.359 -1.015 0.333
N 0.010 -1.716 0.002 -1.159 -1.066 0.163
C -0.048 -0.401 -0.021 -0.803 -0.348 -0.563
H 1.943 -1.726 -0.344 -0.160 -0.200 -1.131
H 2.789 -1.320 1.075 -0.001 0.360 -1.525
H 3.695 -1.049 -0.434 -1.148 0.286 -0.237
H -0.827 3.388 0.263 0.325 -0.637 -0.643
H -2.697 1.670 -0.099 1.197 -0.172 0.606
H -3.223 -1.036 0.040 -0.360 0.395 -0.024
H -1.690 -3.130 0.082 0.760 0.350 -0.114
```
Forces are in eV/Å.

For the electronic energy, the calculation gives -13888.872 eV. For the frontier orbital gap, the calculation gives 9.19 eV. As for the SMILES: COc1nccn2ccnc12. The energy relative to the best compared isomer or geometry (same formula, charge and spin) is 203.8 kJ/mol. The HOMO energy is -8.447 eV.



6.
C7H7N3O | the ωB97M-V functional and the def2-TZVPD basis

XYZ file:
```
18
Properties=species:S:1:pos:R:3:forces:R:3
C 3.131 -0.699 -0.014 4.354 2.972 1.366
C 1.739 -0.422 -0.132 -0.211 4.026 2.912
N 0.863 -1.286 0.007 -3.626 -1.687 0.214
C -0.382 -0.630 0.273 -0.452 -2.388 -2.401
C -1.553 -1.331 0.023 1.104 2.700 1.051
N -2.716 -0.574 0.194 -2.593 0.279 -1.820
C -2.555 0.840 -0.069 -2.805 0.925 0.836
C -1.399 1.592 -0.047 -1.185 0.262 -0.728
N -0.181 0.822 0.294 -2.723 -1.825 0.163
C 1.137 0.986 0.198 3.658 4.205 -3.154
O 1.746 2.107 0.042 -1.828 -3.497 1.011
H 3.302 -1.725 -0.209 0.565 -0.913 -0.232
H 3.818 0.031 -0.604 -1.312 -1.479 0.434
H 3.577 -0.400 1.094 -1.582 -0.989 -2.439
H -1.634 -2.353 -0.313 0.372 -0.044 0.401
H -3.724 -0.935 -0.192 3.826 0.928 1.283
H -3.728 1.240 -0.091 3.767 -0.200 -0.417
H -1.440 2.739 -0.454 0.673 -3.274 1.522
```
Forces are in eV/Å.

For the electronic energy, the calculation gives -13886.648 eV. For the frontier orbital gap, the calculation gives 7.75 eV. As for the SMILES: Cc1nc2c[nH]ccn-2c1=O. The energy relative to the best compared isomer or geometry (same formula, charge and spin) is 418.4 kJ/mol. The HOMO energy is -7.606 eV.